C27H26FN5O9PS4TcTe | the ωB97M-V functional and the def2-TZVPD basis

```
! RIJCOSX wB97M-V def2-TZVPD def2/J DEFGRID3
* xyz -1 4
Tc -1.4130 1.6472 -0.3302
C -3.1556 0.7491 3.5304
C -2.8834 1.0739 2.1032
N -1.7339 1.4751 1.6524
N -0.6754 1.6849 2.5022
C 0.3796 1.9962 1.7832
O 0.3773 2.1229 0.5011
C 1.6696 2.2315 2.4790
C 2.7633 2.6777 1.7438
C 3.9795 2.8910 2.3749
C 4.1086 2.6559 3.7365
C 3.0191 2.2023 4.4691
C 1.8018 1.9900 3.8433
C -3.8512 0.8276 1.0434
C -5.1163 0.2852 1.2650
C -5.9470 0.0453 0.1914
C -5.5142 0.3669 -1.0927
C -4.2542 0.9044 -1.2518
N -3.4381 1.1209 -0.2158
H -2.3918 1.2006 4.1559
H -3.1116 -0.3351 3.6622
H -4.1387 1.1034 3.8422
H 2.6490 2.8368 0.6799
H 4.8295 3.2358 1.7997
H 5.0590 2.8233 4.2281
H 3.1223 2.0065 5.5290
H 0.9456 1.6265 4.3940
H -5.4178 0.0403 2.2725
H -6.9233 -0.3949 0.3468
H -6.1377 0.1985 -1.9587
H -3.8554 1.1743 -2.2215
O -0.9210 6.8045 -4.9268
C -1.0481 5.8915 -4.1531
S -0.7266 4.1998 -4.5553
C -1.1343 3.5316 -2.9862
C -1.5094 4.3928 -2.0273
S -1.9963 3.9558 -0.4069
S -1.5610 6.0872 -2.4698
S -1.0139 1.8023 -2.7613
F 2.4487 -3.8127 2.1208
C 1.2652 -4.1716 1.5974
C 0.5663 -3.3358 0.8209
N -0.6463 -3.6927 0.2776
C -1.3236 -2.7582 -0.6178
C -1.5205 -1.3939 0.0585
O -1.9575 -1.3582 1.1999
O -1.1479 -0.4099 -0.6807
C -1.2290 -4.9082 0.5443
O -2.2958 -5.2746 0.0913
N -0.4847 -5.7233 1.3810
C 0.7747 -5.4971 1.9256
O 1.3385 -6.3412 2.5906
H 0.9168 -2.3259 0.6125
H -2.2971 -3.1953 -0.8331
H -0.7563 -2.6381 -1.5344
H -0.8957 -6.6245 1.5737
C 5.3424 -0.3404 -0.2569
C 4.6478 -1.2915 -1.2058
O 3.7862 -0.5644 -2.1097
P 2.2822 -0.2293 -1.6465
O 2.0438 -0.5214 -0.2234
Te 2.1125 2.0114 -2.5359
O 1.3586 -1.1863 -2.5350
C 1.3550 -1.1491 -3.9687
C 0.2042 -1.9942 -4.4630
H 6.0590 -0.8856 0.3600
H 4.6128 0.1354 0.3981
H 5.8749 0.4328 -0.8128
H 4.0640 -2.0280 -0.6549
H 5.3586 -1.8147 -1.8466
H 2.3163 -1.5243 -4.3312
H 1.2435 -0.1125 -4.2962
H 0.2992 -3.0227 -4.1144
H 0.1880 -1.9986 -5.5540
H -0.7402 -1.5854 -4.1032
*
```

E_tot   -4378.5630 Ha
HOMO (spin up / spin down)   -4.33 / -4.88 eV
ΔE to the lowest compared entry with this formula, charge and spin   0.0 kJ/mol
Frontier orbital gap (spin up / spin down)   5.927 / 5.739 eV
<S²>   3.7749

Just the Löwdin charges please, in e? Sure, here they are: atom 1 (Tc): 1.117, atom 2 (C): -0.018, atom 3 (C): -0.280, atom 4 (N): -0.117, atom 5 (N): 0.114, atom 6 (C): -0.420, atom 7 (O): -0.251, atom 8 (C): -0.134, atom 9 (C): -0.017, atom 10 (C): -0.082, atom 11 (C): -0.098, atom 12 (C): -0.089, atom 13 (C): -0.028, atom 14 (C): -0.206, atom 15 (C): 0.001, atom 16 (C): -0.053, atom 17 (C): -0.049, atom 18 (C): -0.103, atom 19 (N): -0.049, atom 20 (H): 0.069, atom 21 (H): 0.095, atom 22 (H): 0.076, atom 23 (H): 0.081, atom 24 (H): 0.100, atom 25 (H): 0.095, atom 26 (H): 0.096, atom 27 (H): 0.105, atom 28 (H): 0.111, atom 29 (H): 0.107, atom 30 (H): 0.104, atom 31 (H): 0.094, atom 32 (O): -0.082, atom 33 (C): -1.035, atom 34 (S): 0.924, atom 35 (C): -1.179, atom 36 (C): -1.145, atom 37 (S): 0.522, atom 38 (S): 0.947, atom 39 (S): 0.422, atom 40 (F): 0.081, atom 41 (C): -0.180, atom 42 (C): 0.073, atom 43 (N): 0.018, atom 44 (C): -0.021, atom 45 (C): -0.604, atom 46 (O): 0.057, atom 47 (O): -0.211, atom 48 (C): -0.468, atom 49 (O): 0.066, atom 50 (N): 0.210, atom 51 (C): -0.410, atom 52 (O): 0.079, atom 53 (H): 0.132, atom 54 (H): 0.129, atom 55 (H): 0.114, atom 56 (H): 0.162, atom 57 (C): -0.077, atom 58 (C): -0.273, atom 59 (O): -0.321, atom 60 (P): 0.142, atom 61 (O): -0.317, atom 62 (Te): 0.732, atom 63 (O): -0.289, atom 64 (C): -0.319, atom 65 (C): -0.075, atom 66 (H): 0.077, atom 67 (H): 0.065, atom 68 (H): 0.078, atom 69 (H): 0.107, atom 70 (H): 0.114, atom 71 (H): 0.116, atom 72 (H): 0.045, atom 73 (H): 0.075, atom 74 (H): 0.076, atom 75 (H): 0.074

***

C5H15O3 | the ωB97M-V functional and the def2-TZVPD basis

```
! RIJCOSX wB97M-V def2-TZVPD def2/J DEFGRID3
* xyz -1 1
C 0.3891 1.7658 -0.3439
O 0.8672 1.7988 0.9550
C 0.5433 0.4245 -1.1489
C -0.7262 -0.4489 -0.9524
C -0.4354 -1.9529 -0.4147
C -1.4181 -0.7253 -2.3377
H -0.6639 1.9834 -0.4650
H 1.1056 2.6699 -0.7892
H 1.3070 -0.2550 -0.7741
H 0.6205 0.4790 -2.2520
H -1.4894 -0.0073 -0.2895
H -1.1674 -2.5805 -0.8569
H 0.5055 -2.1924 -0.7145
H -0.5332 -1.9061 0.6592
H -0.7455 -0.9583 -3.0745
H -1.8698 0.1167 -2.7631
H -2.1997 -1.5935 -2.0640
H 1.9085 -0.0787 1.3396
H 0.6789 -0.6712 1.8092
O 1.6053 -0.9491 1.7327
H 0.1745 1.0476 1.5800
H -1.5348 0.4643 1.9026
O -0.7492 0.2881 2.0545
*
```

E_tot   -425.1625 Ha
HOMO   -4.45 eV
ΔE to the lowest compared entry with this formula, charge and spin   227.5 kJ/mol
Frontier orbital gap   8.207 eV

Just the Löwdin charges please, in e? Sure, here they are: atom 1 (C): -0.352, atom 2 (O): -0.248, atom 3 (C): -0.157, atom 4 (C): -0.371, atom 5 (C): -0.058, atom 6 (C): -0.106, atom 7 (H): 0.081, atom 8 (H): 0.133, atom 9 (H): 0.085, atom 10 (H): 0.096, atom 11 (H): 0.109, atom 12 (H): 0.029, atom 13 (H): 0.030, atom 14 (H): 0.053, atom 15 (H): 0.024, atom 16 (H): 0.036, atom 17 (H): 0.108, atom 18 (H): 0.036, atom 19 (H): -0.044, atom 20 (O): -0.129, atom 21 (H): 0.026, atom 22 (H): -0.176, atom 23 (O): -0.205

***

C20H36IMoN5OP2S | the ωB97M-V functional and the def2-TZVPD basis

```
! RIJCOSX wB97M-V def2-TZVPD def2/J DEFGRID3
* xyz 2 1
Mo -0.3090 -0.2038 -0.0934
C 3.0893 1.0823 -1.7024
P 2.0793 0.0187 -0.6706
C 3.3095 1.5126 2.1892
C 3.1495 -1.2113 0.0789
C 4.5386 -1.1681 0.0043
C 5.2990 -2.0596 0.7485
C 4.6716 -2.9801 1.5741
C 3.2836 -3.0472 1.6288
C 2.5118 -2.1796 0.8679
P 0.6986 -2.3309 0.6943
C 0.1194 -3.1950 2.1777
C 0.5841 -3.5938 -0.6069
H 3.9729 1.4417 -1.1760
H 2.4868 1.9279 -2.0317
H 3.4041 0.5152 -2.5816
H 3.5601 1.9293 3.1646
H 3.6731 0.4884 2.1422
H 3.8129 2.1069 1.4252
H 5.0414 -0.4399 -0.6182
H 6.3785 -2.0288 0.6907
H 5.2644 -3.6659 2.1645
H 2.8165 -3.7968 2.2544
H 0.5890 -4.1728 2.2819
H -0.9576 -3.3365 2.0813
H 0.3004 -2.6082 3.0790
H 1.1298 -4.4864 -0.2989
H 1.0165 -3.2100 -1.5305
H -0.4572 -3.8482 -0.7926
C -3.9301 -1.1537 -0.1677
C -2.9477 -1.3951 -1.3122
C -2.8980 -2.8709 -1.6858
C -3.3073 -0.5372 -2.5268
N -1.6339 -0.9568 -0.8527
H -4.9285 -1.4711 -0.4700
H -3.9693 -0.0943 0.0922
H -3.6444 -1.7266 0.7161
H -3.8687 -3.1647 -2.0857
H -2.7023 -3.4928 -0.8116
H -2.1443 -3.0668 -2.4488
H -4.3059 -0.7976 -2.8781
H -2.6057 -0.7009 -3.3459
H -3.3076 0.5234 -2.2663
C -4.7922 4.3081 -0.7222
C -3.4192 4.4463 -0.0644
C -2.4115 3.5120 -0.6499
N -1.8517 2.5476 -0.0142
N -0.9783 1.8137 -0.7915
C -0.9200 2.2483 -2.0311
N -0.1536 1.6972 -3.0031
S -1.9038 3.6278 -2.3143
H -5.5009 4.9885 -0.2546
H -5.1752 3.2925 -0.6179
H -4.7547 4.5511 -1.7850
H -3.4690 4.2219 1.0011
H -3.0539 5.4708 -0.1625
H 0.1154 0.7350 -2.8579
H -0.3340 1.9627 -3.9577
N 1.3193 2.8663 1.9206
C 1.8113 1.5858 1.9900
O 1.4996 0.9109 0.5866
C 1.0847 0.6790 2.9563
I -1.0266 0.5535 2.5797
H 1.9797 3.6235 1.8744
H 0.4336 3.0822 2.3476
H 1.1744 1.0587 3.9713
H 1.4630 -0.3384 2.8973
*
```

E_tot   -2579.0790 Ha
HOMO   -13.62 eV
ΔE to the lowest compared entry with this formula, charge and spin   146.0 kJ/mol
Frontier orbital gap   7.981 eV

Just the Löwdin charges please, in e? Sure, here they are: atom 1 (Mo): 0.876, atom 2 (C): -0.202, atom 3 (P): 0.838, atom 4 (C): 0.015, atom 5 (C): -0.371, atom 6 (C): -0.067, atom 7 (C): -0.035, atom 8 (C): -0.028, atom 9 (C): -0.054, atom 10 (C): -0.377, atom 11 (P): 0.779, atom 12 (C): -0.245, atom 13 (C): -0.217, atom 14 (H): 0.054, atom 15 (H): 0.047, atom 16 (H): 0.073, atom 17 (H): 0.113, atom 18 (H): 0.084, atom 19 (H): 0.103, atom 20 (H): 0.108, atom 21 (H): 0.124, atom 22 (H): 0.124, atom 23 (H): 0.110, atom 24 (H): 0.055, atom 25 (H): 0.053, atom 26 (H): 0.041, atom 27 (H): 0.065, atom 28 (H): 0.055, atom 29 (H): 0.025, atom 30 (C): -0.039, atom 31 (C): -0.673, atom 32 (C): -0.044, atom 33 (C): -0.034, atom 34 (N): -0.182, atom 35 (H): 0.100, atom 36 (H): 0.077, atom 37 (H): 0.081, atom 38 (H): 0.101, atom 39 (H): 0.078, atom 40 (H): 0.088, atom 41 (H): 0.100, atom 42 (H): 0.087, atom 43 (H): 0.070, atom 44 (C): -0.087, atom 45 (C): -0.231, atom 46 (C): -0.587, atom 47 (N): -0.015, atom 48 (N): -0.162, atom 49 (C): -0.709, atom 50 (N): 0.108, atom 51 (S): 1.164, atom 52 (H): 0.085, atom 53 (H): 0.080, atom 54 (H): 0.072, atom 55 (H): 0.117, atom 56 (H): 0.120, atom 57 (H): 0.065, atom 58 (H): 0.110, atom 59 (N): 0.138, atom 60 (C): -0.635, atom 61 (O): -0.532, atom 62 (C): -0.476, atom 63 (I): 1.098, atom 64 (H): 0.119, atom 65 (H): 0.076, atom 66 (H): 0.082, atom 67 (H): 0.044